[1]
Density functional theory data (ωB97M-V/def2-TZVPD) for a molecular structure, C52H72F5IN5O5PSeSnTe.

Computed properties:
Charge: -2
DFT total energy, hartree: -6697.1713
2S+1: 1
ΔE to the lowest compared entry with this formula, charge and spin, kJ/mol: 0.0
HOMO-LUMO gap, eV: 5.29
Molecular weight, g/mol: 1425.32

Element x y z (Å)
C (0.57, -3.81, 0.65)
H (4.07, -2.89, -3.82)
H (3.08, -1.66, -3.05)
H (0.28, 3.92, 4.35)
H (-7.37, -0.76, 2.65)
O (0.68, -2.96, -0.25)
H (6.97, 1.69, 2.83)
H (-6.56, -1.49, 1.28)
O (-2.08, -0.14, -0.04)
C (0.53, -5.27, 0.17)
H (3.94, 2.03, -2.34)
C (0.02, -7.60, 0.57)
C (7.57, 3.00, 1.21)
C (-6.30, 0.73, -0.28)
C (-2.40, -3.05, 4.73)
F (-1.43, 4.63, 0.27)
H (-1.63, -2.48, 1.24)
H (4.59, -4.47, 2.32)
C (4.80, -0.29, 2.56)
H (4.74, 0.54, 3.27)
F (-2.39, 1.80, -2.21)
H (-4.93, -0.88, 3.04)
C (-6.68, -0.56, 1.83)
N (5.04, 0.28, 1.25)
N (-0.72, -0.21, -5.06)
H (3.62, -1.44, -4.72)
C (-0.31, -1.31, -4.39)
C (3.91, -1.81, -3.74)
C (1.65, 2.60, 2.33)
C (-2.46, -1.56, 4.35)
H (6.03, -1.40, -3.85)
H (5.79, -1.45, 4.05)
H (-5.92, -4.69, -1.32)
C (0.35, -7.88, -0.74)
O (2.28, 1.85, 1.62)
H (-4.23, 1.25, -0.65)
C (-0.61, 0.93, -4.41)
C (5.05, 0.42, -3.27)
H (-1.69, -4.40, -1.76)
C (-4.92, 1.18, 0.20)
N (-1.09, 2.10, -4.95)
N (0.33, -0.08, -2.48)
H (6.67, -3.20, 2.39)
C (5.17, -1.11, -3.24)
C (5.87, -1.29, 2.97)
C (0.01, 1.00, -3.14)
C (-3.28, -3.26, 2.37)
H (0.13, 0.66, 7.11)
C (1.29, 3.98, 1.86)
Sn (0.11, 0.46, 0.27)
H (4.64, 0.74, -4.23)
H (-8.24, 0.21, 0.53)
C (-1.79, -1.28, 3.00)
F (-1.21, 3.97, -2.14)
C (0.53, 2.90, 4.60)
H (6.86, -0.86, 2.78)
C (5.90, 1.33, 0.99)
H (-3.05, -2.54, -2.67)
C (6.83, 1.97, 1.79)
H (-0.37, 3.02, 6.54)
C (0.87, -5.59, -1.14)
C (-2.47, -3.93, 3.47)
H (-2.89, -4.92, 3.72)
H (3.19, 0.45, -2.14)
H (6.29, 3.00, -1.95)
H (-1.87, -1.96, -1.52)
H (-3.22, -3.28, 5.41)
H (-1.96, -0.96, 5.11)
P (-3.18, -0.95, 0.59)
Te (-1.98, 3.00, -0.66)
H (-3.65, -5.56, -2.15)
H (-2.16, -3.98, -0.14)
C (-3.92, -1.89, -0.80)
C (1.09, 0.26, 5.23)
H (-1.46, -4.09, 3.09)
F (-0.91, 1.53, 1.82)
H (-7.37, 1.44, 1.44)
H (1.94, 0.15, 3.25)
H (-3.49, -1.22, 4.33)
H (1.28, -0.78, 5.45)
H (0.30, 3.91, 1.38)
H (-0.32, -8.39, 1.24)
H (-3.53, 0.89, 1.80)
H (-3.86, -5.51, -0.41)
H (0.15, 1.95, -2.64)
C (5.74, -2.63, 2.24)
C (-4.31, 0.29, 1.31)
C (-2.51, -3.99, -1.17)
C (-2.46, -2.07, 1.83)
C (-2.78, -2.55, -1.61)
O (-0.17, 2.31, -0.57)
H (1.99, 4.29, 1.10)
H (-5.01, -3.27, 0.52)
H (-5.51, 0.78, 3.01)
H (-0.39, -2.25, -4.92)
H (3.60, -3.03, 2.41)
H (-1.35, 2.77, -4.24)
C (-5.04, -4.06, -1.47)
C (0.79, -6.89, -1.61)
C (4.32, -0.02, 0.12)
H (1.23, 4.71, 2.67)
H (5.38, -1.43, -2.21)
C (5.72, 1.69, -0.34)
C (0.15, -1.27, -3.10)
C (1.21, 2.11, 3.68)
H (1.20, -4.78, -1.79)
I (0.21, -9.86, -1.43)
H (1.06, -7.13, -2.63)
H (-6.03, -2.37, -0.58)
O (0.46, -3.64, 1.88)
H (-4.30, -1.06, -1.40)
H (8.31, 3.52, 1.81)
H (-0.12, -6.03, 2.04)
C (-3.76, -4.88, -1.30)
F (-3.55, 4.07, -1.40)
Se (3.02, -1.29, -0.04)
H (4.55, -3.54, 3.82)
H (7.98, 4.16, -0.54)
C (6.45, 2.71, -0.92)
C (-5.07, -2.88, -0.50)
H (-1.47, -3.26, 5.26)
C (7.38, 3.36, -0.12)
H (5.63, -2.45, 1.17)
C (1.47, 0.78, 4.00)
H (-5.09, -3.67, -2.50)
H (0.39, -2.16, -2.52)
H (-6.69, 1.49, -0.96)
C (0.12, -6.29, 1.02)
C (4.55, -3.46, 2.73)
H (-4.25, -2.95, 2.75)
C (-7.25, 0.50, 0.89)
C (0.16, 2.39, 5.83)
H (-4.99, 2.20, 0.58)
N (4.74, 0.85, -0.85)
H (-1.78, -0.21, 2.80)
H (6.04, 0.87, -3.17)
H (-6.22, -0.20, -0.86)
H (-1.81, 1.95, -5.64)
H (3.82, -0.76, 2.51)
C (4.15, 0.97, -2.17)
C (-5.34, -0.11, 2.38)
H (-0.75, -1.59, 3.04)
H (-3.46, -3.98, 1.57)
C (0.44, 1.07, 6.15)

[2]
Density functional theory data (ωB97M-V/def2-TZVPD) for a molecular structure, C28H28N2SiTi at a distorted geometry.

Computed properties:
Expectation value of S²: 0.76
Charge: +1
DFT total energy, hartree: -2332.0445
2S+1: 2
ΔE to the lowest compared entry with this formula, charge and spin, kJ/mol: 0.0
HOMO-LUMO gap (alpha / beta), eV: 6.06 / 6.07
Molecular weight, g/mol: 468.50

Element x y z (Å)
H (-1.50, 0.82, 2.53)
C (-2.01, -1.77, -4.40)
H (3.56, 2.25, -3.46)
C (-3.13, -2.60, -4.42)
H (0.14, 5.10, 0.70)
C (-3.70, -1.30, 1.16)
C (0.59, -1.79, -1.28)
H (-1.22, -2.70, -0.39)
C (0.01, 2.92, 0.41)
H (0.35, -1.80, -2.33)
C (0.40, -2.02, 0.99)
H (2.60, -0.83, -1.21)
Ti (0.00, 0.00, 0.00)
N (1.11, 1.49, -1.21)
C (0.81, 2.77, -0.82)
H (-4.55, 2.93, -3.37)
H (-6.42, 1.27, 2.05)
C (2.79, 2.42, -2.72)
Si (-2.36, 0.33, -0.79)
C (-0.94, 4.15, 2.27)
H (-6.22, 3.46, -3.11)
H (-4.93, -3.16, -3.39)
H (-4.59, -1.58, -1.54)
C (-4.05, -2.52, -3.38)
C (-1.41, 2.96, 2.80)
C (-0.25, -2.25, -0.25)
C (-4.71, 0.83, 0.83)
C (-1.14, 1.76, 2.13)
H (-1.98, 2.95, 3.72)
H (-6.36, -0.91, 3.22)
C (-5.66, 0.54, 1.80)
H (-3.28, -3.29, -5.23)
C (-3.85, -1.63, -2.33)
C (1.65, -1.41, 0.71)
C (1.76, -1.26, -0.69)
H (-1.12, 5.09, 2.79)
H (-5.44, 2.41, -1.92)
H (-1.29, -1.81, -5.20)
H (-4.75, 1.79, 0.32)
H (-2.93, -2.03, 0.94)
C (-1.82, -0.89, -3.34)
H (0.01, -2.26, 1.96)
H (2.39, 0.42, -2.62)
C (-5.63, -0.68, 2.46)
H (-2.80, 1.70, -1.27)
H (1.34, 4.90, -1.03)
C (-0.22, 4.15, 1.07)
C (1.49, 3.89, -1.37)
H (2.38, -1.11, 1.44)
C (-5.53, 2.64, -2.98)
C (-3.71, -0.08, 0.49)
H (-4.62, -2.57, 2.63)
H (3.03, 4.54, -2.72)
C (2.48, 3.70, -2.32)
C (2.11, 1.34, -2.16)
C (-2.73, -0.79, -2.29)
H (-5.89, 1.77, -3.51)
N (-0.42, 1.77, 0.98)
C (-4.65, -1.61, 2.13)
H (-0.93, -0.27, -3.34)

[3]
Density functional theory data (ωB97M-V/def2-TZVPD) for a molecular structure, C16H41N4O6Rb at a distorted geometry.

Computed properties:
DFT total energy, hartree: -1328.4833
2S+1: 1
HOMO-LUMO gap, eV: 2.31
Molecular weight, g/mol: 470.99

Element x y z (Å)
H (5.88, 1.74, -1.24)
H (0.87, 6.46, 0.07)
H (2.91, -9.49, 1.66)
C (-4.46, -5.22, -4.90)
N (2.49, -9.29, 0.76)
H (-4.37, 3.81, -0.43)
H (6.87, -0.24, -0.57)
H (-3.42, 5.03, 0.43)
C (-5.36, -6.40, -4.60)
H (2.37, 7.29, 0.30)
H (-0.66, 2.58, 4.41)
H (-3.19, 1.36, 3.45)
C (-5.26, -4.04, -5.44)
H (4.31, 4.81, -0.75)
H (-1.67, 3.66, 2.36)
H (-4.11, 2.38, 1.42)
H (-1.86, 1.95, 5.43)
H (-5.73, -6.80, -5.54)
H (-1.53, 2.04, -1.76)
C (-2.69, 2.33, 3.57)
O (1.59, -7.47, 1.71)
H (3.97, 2.94, -2.20)
H (-3.30, 2.19, -1.75)
C (1.95, 6.30, 0.11)
H (0.10, -0.93, 5.16)
H (0.42, 0.79, 5.66)
C (-2.39, 2.36, -1.18)
H (4.13, 5.83, 1.36)
O (-3.75, -4.78, -3.76)
N (-2.35, 2.92, 2.27)
C (-3.57, 3.32, 1.58)
H (3.63, 4.39, 2.08)
O (-2.35, 3.66, -0.59)
H (-5.97, -4.28, -6.24)
H (-0.95, -0.12, 6.11)
C (4.11, 4.10, 0.06)
O (-0.97, 0.55, 4.17)
C (1.73, -8.25, 0.77)
H (2.30, 3.25, -0.18)
H (-4.80, -7.10, -3.98)
C (-0.30, 0.08, 5.26)
H (-3.32, 2.98, 4.17)
C (-1.48, 1.86, 4.41)
H (2.74, -9.83, -0.05)
C (6.00, -0.39, 0.07)
C (3.55, 4.93, 1.14)
Rb (0.13, -2.03, 0.77)
H (0.54, -7.28, -0.59)
O (4.93, 0.53, 0.04)
C (3.70, 2.20, -1.44)
N (1.08, -8.11, -0.39)
C (4.91, 1.25, -1.20)
H (5.11, 3.81, 0.37)
H (5.46, -1.27, -0.29)
N (3.25, 2.92, -0.23)
H (-3.87, -5.69, -5.68)
H (4.92, 0.52, -2.01)
C (-3.50, 3.97, 0.21)
H (-5.97, -3.65, -4.71)
H (-6.28, -6.16, -4.07)
H (-2.50, 1.66, -0.35)
H (1.21, -8.80, -1.12)
H (-4.57, -3.33, -5.89)
O (2.21, 5.35, 1.13)
H (2.81, 1.70, -1.82)
H (2.32, 5.89, -0.84)
H (-4.24, 3.91, 2.20)
H (6.22, -0.66, 1.10)

[4]
Density functional theory data (ωB97M-V/def2-TZVPD) for CH2Cl3P in the gas phase at a distorted geometry.

Computed properties:
Expectation value of S²: 2.01
DFT total energy, hartree: -1761.0758
2S+1: 3
HOMO-LUMO gap (alpha / beta), eV: 7.25 / 6.55
Molecular weight, g/mol: 151.36

Element x y z (Å)
Cl (-1.45, -0.83, 1.38)
Cl (2.70, 1.01, 0.32)
H (0.29, 1.42, 0.77)
P (0.71, 0.94, -0.48)
C (-0.77, -0.55, -0.13)
Cl (-0.21, -1.96, -0.99)
H (-1.26, -0.03, -0.87)

[5]
Density functional theory data (ωB97M-V/def2-TZVPD) for 2 unconnected molecules or ions with the total composition C5H14N2O at a distorted geometry.

Computed properties:
DFT total energy, hartree: -383.5686
2S+1: 1
ΔE to the lowest compared entry with this formula, charge and spin, kJ/mol: 346.9
HOMO-LUMO gap, eV: 8.74
Molecular weight, g/mol: 118.18

Element x y z (Å)
H (1.06, 1.18, 1.29)
C (-0.62, -0.32, -1.62)
H (1.24, 1.27, -1.19)
H (-2.32, 2.64, 1.05)
N (-1.60, 2.89, 0.41)
H (-0.65, -4.31, 2.15)
O (0.08, -4.70, 2.64)
H (-2.32, 0.25, -0.33)
C (0.58, -0.78, -0.65)
H (2.27, 0.17, 1.38)
N (1.82, 0.82, 0.77)
H (-0.30, -0.01, -2.61)
H (2.57, 0.07, -1.07)
H (-0.29, 2.56, -0.89)
H (-0.04, -0.95, 0.23)
H (-1.12, 3.68, 0.75)
C (-1.38, 0.63, -0.68)
H (0.92, -1.83, -0.82)
H (0.84, -4.38, 2.11)
C (1.63, 0.32, -0.57)
H (-1.37, -1.07, -1.98)
C (-1.00, 1.87, -0.36)

[6]
Density functional theory data (ωB97M-V/def2-TZVPD) for 2 unconnected molecules or ions with the total composition C3H6FN2S at a distorted geometry.

Computed properties:
Charge: +1
DFT total energy, hartree: -725.0721
2S+1: 1
ΔE to the lowest compared entry with this formula, charge and spin, kJ/mol: 253.1
HOMO-LUMO gap, eV: 7.79
Molecular weight, g/mol: 121.16

Element x y z (Å)
H (-1.35, 0.16, 2.29)
C (-0.01, -1.29, 0.70)
S (-0.94, -2.42, 0.29)
H (0.02, -0.89, -3.16)
C (0.52, -0.26, 1.55)
H (1.46, 0.21, 1.23)
H (-0.73, 1.57, 1.59)
H (0.31, 1.01, -3.36)
N (-0.49, 0.65, 1.90)
N (0.11, 0.08, -2.79)
H (1.03, -0.61, 2.48)
F (0.04, 1.54, -1.17)
C (0.03, 0.25, -1.55)

[7]
Density functional theory data (ωB97M-V/def2-TZVPD) for a molecular structure, C18H11Br2N4NdO2S4 at a distorted geometry.

Computed properties:
Expectation value of S²: 3.75
Charge: -2
DFT total energy, hartree: -8364.5209
2S+1: 4
ΔE to the lowest compared entry with this formula, charge and spin, kJ/mol: 0.0
HOMO-LUMO gap (alpha / beta), eV: 5.17 / 5.16
Molecular weight, g/mol: 747.63

Element x y z (Å)
H (-1.25, 1.16, -3.14)
C (-2.12, -1.01, -4.21)
C (-2.19, -3.40, -4.22)
C (-0.68, -2.24, -2.69)
H (1.70, 4.24, -0.13)
O (0.21, -2.31, -1.75)
H (-2.47, -0.05, -4.58)
C (-0.98, 0.52, 1.48)
C (-1.15, -1.01, -3.21)
H (-2.67, 3.30, 2.54)
S (2.24, 1.63, 0.22)
C (-0.71, 0.31, -2.73)
H (-0.87, -4.36, -2.82)
N (0.23, 1.97, -1.65)
C (-1.02, 2.47, 3.57)
Nd (1.15, -1.02, -0.19)
H (-2.58, -4.33, -4.61)
C (-1.92, 2.52, 2.56)
C (1.89, -0.53, 3.36)
H (2.70, 0.22, 5.22)
S (5.11, -3.97, 0.67)
Br (-1.11, 3.78, 4.96)
C (-1.23, -3.42, -3.23)
S (2.24, -3.27, 1.18)
H (-3.41, -2.15, -5.51)
C (-2.65, -2.18, -4.73)
H (0.41, 4.28, -1.26)
N (0.89, 3.79, -0.52)
C (1.03, 2.43, -0.74)
C (-1.90, 1.57, 1.53)
S (3.81, -1.73, -0.84)
N (0.20, 0.59, -1.88)
O (-0.97, -0.41, 0.59)
C (3.76, -3.00, 0.36)
C (1.92, 0.34, 4.47)
C (0.01, 0.52, 2.54)
C (0.99, 1.32, 4.58)
C (-0.02, 1.46, 3.60)
H (2.63, -1.31, 3.21)
N (0.97, -0.43, 2.44)
H (1.01, 2.02, 5.41)
Br (-3.20, 1.68, 0.15)

[8]
Density functional theory data (ωB97M-V/def2-TZVPD) for C7H11N in the gas phase at a distorted geometry.

Computed properties:
DFT total energy, hartree: -327.9574
2S+1: 1
ΔE to the lowest compared entry with this formula, charge and spin, kJ/mol: 342.8
HOMO-LUMO gap, eV: 10.46
Molecular weight, g/mol: 109.17

Element x y z (Å)
C (1.37, 0.98, -0.60)
C (1.28, -0.57, 1.39)
N (2.13, 1.72, 0.02)
H (0.88, 1.26, -1.69)
C (-3.32, 0.69, -0.04)
C (-0.77, 0.01, 0.16)
H (1.95, -1.73, -1.06)
H (0.57, -2.39, -0.34)
H (-3.42, 1.61, -0.72)
H (-3.88, -0.15, -0.34)
H (2.31, 2.70, -0.47)
H (0.41, -1.47, -1.76)
H (-3.71, 0.75, 0.86)
C (-1.87, 0.41, -0.02)
H (2.34, -0.56, 1.43)
H (1.10, -1.59, 1.84)
H (0.96, 0.15, 2.14)
C (0.72, -0.27, 0.02)
C (0.93, -1.52, -0.80)

[9]
Density functional theory data (ωB97M-V/def2-TZVPD) for a molecular structure, C49H55F3GeIO3PPbSb at a distorted geometry.

Computed properties:
Expectation value of S²: 1.40
Charge: +2
DFT total energy, hartree: -5573.7641
2S+1: 2
HOMO-LUMO gap (alpha / beta), eV: 4.07 / 4.00
Molecular weight, g/mol: 1308.42

Element x y z (Å)
H (3.23, 4.92, 0.02)
C (2.09, 4.75, 1.89)
H (8.01, 0.43, 1.30)
H (0.98, 5.07, 3.67)
C (-3.37, -2.89, -3.58)
C (-2.54, -5.53, 1.52)
H (-2.05, 5.36, -1.57)
C (1.72, -4.08, -0.77)
H (-2.21, -4.75, -0.49)
H (-2.86, -1.91, -3.78)
P (3.23, 0.19, -0.24)
H (6.39, -1.03, -3.93)
C (4.15, 0.41, -1.76)
H (-4.23, 0.48, 0.91)
H (5.88, 0.88, -5.19)
H (-6.54, 1.38, 1.75)
C (-6.26, -1.38, -0.98)
C (-3.75, -3.71, -4.65)
C (5.39, 0.81, -4.24)
C (-4.55, -4.83, -4.37)
C (2.61, -1.46, -0.39)
H (4.12, 3.87, 2.10)
H (-5.55, -6.06, -2.90)
H (-2.10, 4.72, 0.04)
C (4.34, -0.41, 2.30)
C (0.82, -3.01, -0.87)
C (0.58, -0.11, -2.97)
Ge (-0.08, 2.78, 1.34)
H (-6.18, -2.12, -1.84)
H (-3.38, -3.55, -5.65)
C (-5.13, -0.93, -0.36)
H (-0.87, 4.15, -3.50)
H (-0.91, 0.19, 4.72)
C (-4.15, -4.22, 2.91)
C (5.94, 0.46, 0.67)
C (-6.40, 0.68, 0.98)
H (4.44, -2.39, 0.12)
H (-1.86, -6.43, 1.42)
H (-5.18, -4.33, -1.09)
C (-5.19, 0.10, 0.56)
C (-4.97, -5.16, -3.02)
C (3.09, -3.87, -0.46)
O (-0.16, 2.57, -0.61)
H (3.16, 2.35, -2.16)
C (3.49, -2.57, -0.21)
Pb (-0.43, -0.15, -0.84)
H (-4.77, -4.15, 3.79)
C (-4.67, -4.23, -2.04)
I (-1.12, 0.06, -4.34)
O (0.12, 0.87, 1.52)
H (3.78, -4.74, -0.14)
C (0.20, 0.35, 2.89)
C (1.34, 1.10, 3.61)
H (3.83, 2.32, -4.55)
H (-2.21, 1.63, -2.18)
H (-8.43, -1.02, -1.18)
H (0.09, 5.51, 2.11)
H (1.37, 6.60, 2.78)
C (5.07, -0.52, -2.25)
C (1.05, 5.53, 2.68)
H (-2.84, 2.39, -0.62)
F (-3.21, -6.37, 3.67)
C (-1.12, 0.53, 3.64)
H (0.91, -1.14, -3.18)
H (1.52, 5.38, -0.20)
C (5.66, -0.33, -3.52)
C (2.35, 5.43, 0.50)
C (-1.44, 4.78, -0.82)
H (5.07, -0.65, 4.29)
H (7.33, -0.13, 3.70)
Sb (-3.23, -1.78, -0.81)
H (0.87, 2.09, 3.77)
H (-0.49, 5.32, -0.66)
C (5.32, -0.46, 3.25)
H (6.13, 0.87, -0.31)
O (1.56, 3.43, 1.56)
H (-1.86, -0.11, 3.18)
H (1.34, 0.65, -3.15)
C (4.65, -0.02, 0.95)
C (-2.66, -4.55, 0.51)
H (1.46, 0.54, 4.56)
H (-1.49, 1.55, 3.70)
C (-4.08, -3.22, 1.96)
H (-3.06, 3.23, -2.16)
C (-0.29, 3.59, -2.71)
H (0.09, 2.66, -3.14)
C (4.29, 1.63, -3.85)
C (3.76, 1.52, -2.57)
F (-5.08, -5.56, -5.39)
H (2.65, 6.44, 0.53)
C (-7.51, -0.78, -0.67)
C (0.45, -1.15, 2.86)
C (3.43, 4.52, 2.62)
C (6.62, -0.10, 2.89)
H (1.39, -5.12, -0.78)
C (-3.44, -3.39, 0.72)
C (6.98, 0.28, 1.58)
H (5.37, -1.41, -1.67)
C (-7.55, 0.14, 0.36)
C (-2.38, 2.61, -1.60)
H (-0.49, -1.71, 2.52)
C (-1.08, 3.40, -1.43)
H (2.26, 1.24, 3.01)
C (-3.31, -5.39, 2.70)
C (-3.73, -3.20, -2.30)
H (0.54, 4.24, -2.43)
F (-8.79, 0.43, 0.93)
H (0.67, -1.60, 3.85)
C (1.31, -1.71, -0.64)
H (-4.56, -2.27, 2.18)
H (3.33, -0.70, 2.61)
H (3.09, 4.07, 3.56)
H (1.27, -1.38, 2.13)
H (-0.24, -3.15, -1.09)
H (3.87, 5.49, 2.86)

> What is the DFT total energy in the fifth record?

-383.5686 hartree

> Among the records above, which one has the highest 2S+1?

C18H11Br2N4NdO2S4

> Which of these has the lowest molecular weight?

C7H11N

> Look up the 2S+1 of the third one.

1